1.
Formula: C3H2N2S
Source: OMol25
Level of theory: ωB97M-V/def2-TZVPD

Positions of all 8 atoms, in Å:
S -1.84 -1.73 -1.24
C -0.69 -0.56 -0.81
N -0.31 -0.99 0.46
C 0.40 -0.04 0.97
C 0.68 0.92 -0.12
N -0.08 0.63 -1.18
H 0.61 0.03 1.96
H 1.23 1.74 -0.05

- max |F| (eV Å⁻¹) = 5.55
- SMILES = S=C1N=CC=N1
- LUMO energy (eV) = -2.516
- spin multiplicity = 1

2.
Formula: C53H54BN3O9
Source: OMol25
Level of theory: ωB97M-V/def2-TZVPD

Positions of all 120 atoms, in Å:
C 1.01 3.25 -1.84
C -0.16 2.93 -2.77
C -1.23 2.03 -2.16
C -1.58 2.36 -0.74
O -2.55 1.42 -0.22
C -3.33 2.04 0.71
C -4.56 2.45 0.43
B -5.27 2.25 -0.97
N -5.19 3.19 -2.03
O -6.05 1.10 -1.16
C -5.34 3.11 1.50
O -6.52 3.36 1.28
C -4.73 3.45 2.83
C -5.61 4.28 3.70
C -5.82 5.67 3.03
C -5.35 6.86 3.87
C -4.49 7.86 3.08
N -4.97 8.05 1.70
C -5.13 9.49 1.37
C -4.02 7.52 0.74
C -2.61 8.09 0.63
O -4.35 6.62 -0.01
C -3.50 3.02 3.10
C -2.78 3.32 4.37
C -2.36 2.08 5.17
C -1.33 2.41 6.25
C 0.07 2.65 5.71
N 0.29 4.00 5.18
C 0.62 4.35 3.93
C 0.67 5.71 3.93
C 0.39 6.17 5.21
C 0.16 5.07 5.99
C -2.75 2.24 2.08
O -1.63 1.80 2.30
H 0.72 3.80 -0.95
H 1.58 2.36 -1.58
H 1.70 3.90 -2.38
H -0.56 3.87 -3.13
H 0.24 2.41 -3.64
H -0.91 0.98 -2.20
H -2.12 2.08 -2.79
H -1.93 3.39 -0.66
H -0.69 2.29 -0.11
H -4.38 3.79 -1.96
H -5.27 2.77 -2.95
H -6.95 1.30 -0.87
H -5.28 4.34 4.73
H -6.58 3.79 3.72
H -6.87 5.79 2.80
H -5.32 5.67 2.06
H -6.22 7.41 4.21
H -4.77 6.55 4.74
H -3.46 7.47 3.07
H -4.47 8.82 3.59
H -6.09 9.84 1.73
H -4.31 10.08 1.78
H -5.15 9.61 0.29
H -2.60 9.17 0.53
H -2.02 7.78 1.49
H -2.15 7.64 -0.24
H -1.84 3.80 4.08
H -3.29 4.02 5.02
H -3.21 1.61 5.66
H -1.91 1.32 4.53
H -1.26 1.52 6.89
H -1.68 3.20 6.91
H 0.21 1.96 4.87
H 0.83 2.42 6.45
H 0.78 3.68 3.11
H 0.89 6.32 3.07
H 0.33 7.18 5.58
H -0.08 4.99 7.03
O 4.21 -5.35 -1.03
C 4.01 -4.19 -1.33
C 5.03 -3.40 -2.07
C 6.22 -4.00 -2.43
C 7.17 -3.29 -3.15
C 6.92 -1.97 -3.51
C 5.74 -1.36 -3.14
C 4.79 -2.06 -2.41
C 3.53 -1.39 -2.01
O 3.34 -0.22 -2.25
C 2.50 -2.19 -1.29
C 1.30 -1.59 -0.93
C 0.31 -2.32 -0.29
C 0.53 -3.67 -0.01
C 1.73 -4.27 -0.35
C 2.72 -3.53 -0.98
H 6.41 -5.03 -2.15
H 8.10 -3.77 -3.43
H 7.66 -1.42 -4.08
H 5.55 -0.33 -3.41
H 1.13 -0.54 -1.16
H -0.62 -1.85 -0.02
H -0.25 -4.24 0.49
H 1.89 -5.31 -0.12
O 2.67 -12.29 -3.08
C 3.42 -11.47 -3.57
C 3.26 -10.02 -3.30
C 2.24 -9.60 -2.45
C 2.09 -8.25 -2.16
C 2.97 -7.32 -2.71
C 3.97 -7.73 -3.56
C 4.12 -9.08 -3.87
C 5.20 -9.50 -4.80
O 5.92 -8.69 -5.34
C 5.38 -10.96 -5.06
C 6.40 -11.38 -5.90
C 6.60 -12.73 -6.12
C 5.78 -13.67 -5.51
C 4.75 -13.26 -4.68
C 4.54 -11.90 -4.45
H 1.56 -10.33 -2.02
H 1.30 -7.93 -1.50
H 2.86 -6.28 -2.47
H 4.65 -7.01 -4.00
H 7.04 -10.65 -6.37
H 7.40 -13.06 -6.78
H 5.94 -14.73 -5.68
H 4.11 -13.99 -4.20

- max |F| (eV Å⁻¹) = 2.70
- SMILES = CCCCOC1=C(B(N)O)C(=O)C(CCCCN(C)C(C)=O)=C(CCCCn2cccc2)C1=O.O=C1c2ccccc2C(=O)c2ccccc21.O=C1c2ccccc2C(=O)c2ccccc21
- LUMO energy (eV) = -1.104
- spin multiplicity = 1

3.
Formula: C5H9NO
Source: OMol25
Level of theory: ωB97M-V/def2-TZVPD

Positions of all 16 atoms, in Å:
C -2.31 -0.25 0.62
C -1.32 0.67 0.70
C 0.15 0.34 0.94
C 0.96 0.38 -0.41
N 2.29 -0.18 -0.22
C 0.18 -0.42 -1.40
O 0.68 -0.54 -2.51
H -3.42 0.03 0.77
H -2.27 -1.22 0.70
H -1.24 1.80 0.86
H 0.84 0.95 1.64
H 0.20 -0.71 1.12
H 1.10 1.36 -0.69
H 2.41 -1.00 0.36
H 2.59 -0.33 -1.09
H -0.82 -0.86 -1.39

- max |F| (eV Å⁻¹) = 7.43
- SMILES = C=CC[C@@H](N)C=O
- LUMO energy (eV) = 0.815
- spin multiplicity = 1